Entry 1:
Below is a molecular structure, C6H17CrNO6P, with properties calculated with ωB97M-V/def2-TZVPD.

```
32
C6H17CrNO6P (ωB97M-V/def2-TZVPD)
Cr -0.618 0.890 0.843
P -2.087 2.702 1.168
O -2.972 3.903 1.417
O -2.482 1.548 0.161
O 0.057 0.440 -1.153
O -1.741 1.815 2.399
O -0.618 2.912 0.675
O 1.192 0.468 1.877
N -1.300 -1.138 0.916
C -1.717 -2.888 -0.780
C 3.259 -0.124 0.721
C -0.799 -1.725 -0.345
C 2.335 1.006 1.214
C -0.860 -0.644 -1.440
C 0.688 0.945 -2.311
H 1.507 0.130 2.726
H 2.023 1.604 0.361
H 4.170 0.283 0.278
H -1.269 -3.451 -1.602
H 1.435 0.218 -2.649
H -2.322 -1.103 0.854
H -1.227 -1.737 1.738
H 1.140 1.918 -2.122
H 2.878 1.689 1.876
H 3.560 -0.810 1.512
H -1.923 -3.550 0.061
H -2.684 -2.484 -1.091
H 0.218 -2.112 -0.274
H -0.628 -1.044 -2.430
H -1.855 -0.181 -1.453
H -0.034 1.160 -3.107
H 2.674 -0.640 -0.043
```

As for the energy above the lowest of the compared OMol25 structures with the same formula, charge and spin: 84.30 kJ/mol. As for the LUMO energy (spin up / spin down): 2.367 / 2.273 eV. As for the spin multiplicity: 5. Its net charge is -1. The calculation puts the total energy at -2130.9493 Eh.

Entry 2:
Below is 2 unconnected molecules or ions with the total composition C2H9N2S, with properties calculated with ωB97M-V/def2-TZVPD.

```
14
C2H9N2S (ωB97M-V/def2-TZVPD)
S 2.050 0.493 -1.343
N -0.422 0.478 2.286
N -0.916 -0.387 0.195
C -1.805 -0.940 -0.810
C -1.247 -0.030 1.399
H 0.529 0.707 2.050
H 2.551 -0.687 -0.926
H -2.838 -0.759 -0.543
H -1.688 -2.021 -0.883
H -1.552 -0.519 -1.776
H 0.051 -0.171 -0.078
H -0.808 0.852 3.139
H -2.271 -0.196 1.710
H 1.532 -0.051 -2.459
```

As for the energy above the lowest of the compared OMol25 structures with the same formula, charge and spin: 10.45 kJ/mol. As for the LUMO energy: -3.308 eV. Its net charge is +1. The calculation puts the total energy at -589.0659 Eh.

Entry 3:
Below is C4H9NS in the gas phase, with properties calculated with ωB97M-V/def2-TZVPD.

```
15
C4H9NS (ωB97M-V/def2-TZVPD)
S 1.409 -0.534 -1.573
N -0.988 -0.285 -0.590
C 1.563 0.524 1.601
C -1.627 -1.290 -1.427
C 0.549 1.153 0.582
C 0.287 0.118 -0.532
H 0.940 2.112 0.229
H 2.400 0.238 0.998
H -1.629 0.112 0.106
H -1.568 -0.995 -2.490
H 1.841 1.267 2.309
H -0.431 1.366 1.032
H -1.195 -2.275 -1.249
H 1.151 -0.275 2.163
H -2.702 -1.234 -1.159
```

As for the energy above the lowest of the compared OMol25 structures with the same formula, charge and spin: 26.23 kJ/mol. As for the LUMO energy: 0.799 eV. The structure (SMILES) is CCC(=S)NC. The calculation puts the total energy at -610.7437 Eh.

Entry 4:
Below is a molecular structure, C14H21N3O3PPdS3, with properties calculated with ωB97M-V/def2-TZVPD.

```
46
C14H21N3O3PPdS3 (ωB97M-V/def2-TZVPD)
Pd -0.997 -0.310 -1.680
S -1.137 -2.080 -0.170
S -3.699 -0.753 1.662
S -3.223 0.064 -1.856
P -1.889 -1.436 1.619
O -1.797 -2.738 2.554
O 1.028 -0.605 -1.743
O -0.808 -0.519 2.379
N -4.266 1.734 -3.633
N -0.855 1.168 -3.044
N -1.989 1.684 -3.663
C 3.881 2.207 -2.772
C -0.322 0.812 2.123
C 3.225 0.161 -1.671
C -0.663 -3.336 3.205
C 1.564 1.463 -2.853
C 1.874 0.311 -2.079
C 1.015 0.697 1.416
C -1.301 1.706 1.387
C 0.241 1.770 -3.338
C 4.191 1.078 -2.002
C 2.580 2.374 -3.184
C -0.488 -2.697 4.574
C 0.621 -3.330 2.396
C -3.083 1.221 -3.146
H -0.171 -1.661 4.466
H -5.077 1.159 -3.485
H -4.195 2.166 -4.540
H 1.707 0.088 1.999
H 0.489 -3.818 1.433
H 0.148 2.611 -4.023
H 3.458 -0.712 -1.075
H -1.429 -2.717 5.122
H -2.245 1.788 1.922
H 2.312 3.239 -3.784
H -1.516 1.327 0.386
H 1.457 1.686 1.271
H 1.382 -3.869 2.966
H -0.167 1.222 3.127
H 0.266 -3.242 5.147
H 0.973 -2.315 2.212
H 5.208 0.924 -1.658
H 4.643 2.930 -3.033
H -0.979 -4.374 3.337
H 0.884 0.225 0.443
H -0.850 2.696 1.290
```

As for the energy above the lowest of the compared OMol25 structures with the same formula, charge and spin: 39.97 kJ/mol. As for the LUMO energy: 2.901 eV. Its net charge is -1. The calculation puts the total energy at -2600.0977 Eh.

Entry 5:
Below is 2 unconnected molecules or ions with the total composition C3H10N3S, with properties calculated with ωB97M-V/def2-TZVPD.

```
17
C3H10N3S (ωB97M-V/def2-TZVPD)
S 0.623 0.273 1.804
N 0.137 2.390 -0.424
N 0.776 0.159 -1.158
N -0.401 1.636 -2.582
C -0.680 -2.128 0.964
C 0.426 -1.539 1.875
C 0.214 1.308 -1.300
H -0.736 -3.221 1.065
H -0.515 -1.902 -0.112
H -0.073 1.028 -3.303
H -1.660 -1.730 1.220
H 0.250 -1.800 2.953
H -0.328 2.615 -2.761
H 1.417 -1.940 1.578
H 0.417 2.067 0.535
H -0.798 2.815 -0.360
H 0.930 -0.032 0.004
```

As for the energy above the lowest of the compared OMol25 structures with the same formula, charge and spin: 105.85 kJ/mol. As for the LUMO energy: 4.083 eV. Its net charge is -1. The calculation puts the total energy at -682.7819 Eh.

Entry 6:
Below is a molecular structure, C19H29N8SSr, with properties calculated with ωB97M-V/def2-TZVPD.

```
58
C19H29N8SSr (ωB97M-V/def2-TZVPD)
Sr 0.999 -0.640 0.453
S 0.528 -3.439 0.776
N -1.128 -1.236 -0.613
N 0.008 -0.924 2.890
N 2.566 0.421 2.169
N -1.866 -2.302 -0.179
N 0.535 0.608 -1.819
N 3.344 -1.096 -0.474
N -2.003 -4.174 1.022
N 0.270 1.934 1.034
C 0.810 -0.226 3.913
C -0.801 0.685 -1.968
C 1.286 1.623 -2.257
C 2.283 -0.163 3.508
C 2.505 1.900 2.159
C 0.772 2.768 -2.836
C 4.100 0.004 0.175
C -4.135 -0.818 -1.397
C -5.438 -0.995 -3.414
C -2.974 -0.672 -2.152
C -1.644 -0.481 -1.514
C -5.361 -0.969 -2.027
C -4.284 -0.856 -4.173
C -3.060 -0.685 -3.541
C 1.106 2.516 2.107
C -0.607 2.862 -2.956
C 3.913 -0.016 1.697
C -1.398 1.813 -2.524
C -1.191 -3.223 0.501
H 3.451 -1.060 -1.482
H 0.229 -1.922 2.884
H 0.393 0.766 4.065
H 1.236 3.593 1.986
H -2.162 -0.575 -4.140
H 3.053 2.245 1.280
H 0.588 2.387 3.052
H 4.699 0.590 2.161
H 4.075 -1.041 2.038
H -6.395 -1.126 -3.902
H -4.335 -0.882 -5.253
H -6.259 -1.076 -1.433
H 3.751 0.952 -0.244
H -0.711 2.010 1.275
H 1.430 3.551 -3.185
H -1.063 3.741 -3.392
H -2.475 1.851 -2.621
H -4.072 -0.827 -0.318
H -2.960 -4.184 0.708
H 0.775 -0.720 4.888
H 2.850 0.365 4.285
H 3.033 2.302 3.034
H 3.727 -1.993 -0.190
H 2.654 -1.190 3.491
H -0.979 -0.871 3.112
H -1.583 -5.033 1.331
H 2.360 1.511 -2.138
H 0.380 2.465 0.174
H 5.172 -0.046 -0.023
```

As for the energy above the lowest of the compared OMol25 structures with the same formula, charge and spin: 36.64 kJ/mol. As for the LUMO energy: -2.675 eV. Its net charge is +1. The calculation puts the total energy at -1608.2872 Eh.

Entry 7:
Below is a molecular structure, C23H23CsI2N5OS3, with properties calculated with ωB97M-V/def2-TZVPD.

```
58
C23H23CsI2N5OS3 (ωB97M-V/def2-TZVPD)
Cs 0.799 0.988 2.041
I 4.950 1.903 3.620
I 7.464 -3.546 3.237
S -0.200 1.186 -4.742
S -1.950 -0.402 -2.217
S 0.235 1.992 -1.304
O 3.308 0.583 1.216
N -3.228 4.384 5.621
N -1.014 -1.351 0.824
N 1.857 -2.169 0.775
N -2.171 2.099 1.937
N -6.380 2.459 3.085
C -2.583 -0.056 -3.865
C 0.212 2.815 -4.069
C 4.207 -1.592 1.148
C 6.050 -2.156 2.587
C -0.539 -2.539 0.430
C 0.835 -2.547 -0.190
C 6.006 -0.894 3.162
C 5.143 -2.504 1.592
C -3.919 3.010 3.567
C -2.248 -1.310 1.309
C -1.287 -3.701 0.543
C 4.148 -0.256 1.662
C -3.543 3.764 4.698
C -5.273 2.709 3.310
C -1.542 2.329 -1.418
C 3.165 -1.951 0.133
C 5.072 0.019 2.710
C -2.011 1.152 -4.601
C 0.932 2.868 -2.725
C -3.070 -2.419 1.471
C -2.944 2.536 2.685
C -2.406 1.074 -1.289
C -2.568 -3.644 1.076
H -0.704 3.404 -4.046
H -1.727 2.849 -2.355
H -2.430 1.175 -5.609
H 6.687 -0.622 3.956
H 1.065 3.923 -2.471
H -2.605 -0.329 1.610
H 3.047 -1.124 -0.571
H -3.157 -4.548 1.170
H 1.021 -3.524 -0.662
H -2.376 -0.969 -4.427
H 1.975 -2.921 1.447
H -3.672 0.049 -3.826
H -4.063 -2.310 1.883
H 0.863 3.306 -4.795
H 3.482 -2.840 -0.434
H -1.826 2.998 -0.606
H -2.366 0.752 -0.250
H -0.870 -4.644 0.215
H 1.929 2.437 -2.819
H 5.164 -3.499 1.160
H -3.449 1.330 -1.492
H -2.329 2.071 -4.109
H 0.833 -1.800 -0.990
```

As for the energy above the lowest of the compared OMol25 structures with the same formula, charge and spin: 0.00 kJ/mol. As for the LUMO energy: 1.839 eV. Its net charge is -1. The calculation puts the total energy at -3049.4503 Eh.

Entry 8:
Below is 8 unconnected molecules or ions with the total composition C8H32O8, with properties calculated with ωB97M-V/def2-TZVPD.

```
48
C8H32O8 (ωB97M-V/def2-TZVPD)
O 8.276 5.977 13.266
O 6.809 8.302 10.051
O 5.401 7.996 7.480
O 7.339 10.917 11.899
O 6.138 5.979 11.437
O 11.537 8.244 10.006
O 10.512 9.992 8.139
O 9.141 10.481 5.442
C 9.602 10.964 8.692
C 5.920 11.038 11.824
C 7.953 7.782 9.319
C 6.806 4.882 10.821
C 8.623 7.002 14.136
C 8.043 9.608 5.226
C 4.526 6.958 7.965
C 11.217 6.923 10.187
H 8.581 10.662 8.543
H 9.633 6.780 14.555
H 7.657 7.306 8.387
H 11.044 8.601 9.250
H 4.666 5.994 7.495
H 9.906 11.105 9.734
H 6.395 4.808 9.830
H 9.454 10.844 4.588
H 8.690 7.974 13.704
H 5.652 11.904 12.367
H 8.536 7.193 10.017
H 12.136 6.332 10.277
H 9.689 11.898 8.131
H 10.564 6.720 11.002
H 7.365 6.092 13.000
H 10.738 6.468 9.287
H 7.164 10.165 5.641
H 5.596 11.049 10.755
H 3.489 7.276 7.706
H 8.203 8.650 5.736
H 7.488 9.973 11.958
H 6.399 6.733 10.875
H 8.567 8.614 8.978
H 10.187 9.943 7.228
H 7.881 4.989 10.771
H 6.554 4.017 11.442
H 4.592 6.843 9.051
H 7.974 9.403 4.142
H 6.135 8.574 9.392
H 7.962 7.128 14.977
H 5.075 8.397 6.686
H 5.438 10.162 12.295
```

As for the energy above the lowest of the compared OMol25 structures with the same formula, charge and spin: 343.97 kJ/mol. As for the LUMO energy: 0.148 eV. The structure (SMILES) is CO.CO.CO.CO.CO.CO.CO.CO. The calculation puts the total energy at -925.7608 Eh.